Formula: C4H7ClN3
Source: the OMol25 dataset
Level of theory: the ωB97M-V functional and the def2-TZVPD basis

* gap between HOMO and LUMO (alpha / beta): 0.2614 / 0.2887 Eh
* total charge: +1
* multiplicity: 1
* energy relative to the best compared isomer or geometry (same formula, charge and spin): 77.2 kcal per mole
* E: -780.68503 Ha

The geometry in XYZ format:
```
15
Properties=species:S:1:pos:R:3:forces:R:3
C -1.0352 1.0676 0.7637 1.17 -0.14 -0.55
C 2.6402 -0.3444 0.3477 -2.69 -0.90 -0.54
C -0.4381 -0.4721 -0.7879 -1.08 1.95 -3.69
C 0.4762 0.7281 -0.8119 3.43 -0.76 -1.39
N 2.1761 -1.2383 1.0378 0.87 0.21 1.79
N -1.3383 -0.1034 0.2504 0.31 0.84 0.87
N 0.0372 1.5558 0.1756 1.42 2.80 0.19
Cl 3.9546 0.3918 -0.2484 1.78 0.76 -0.10
H -1.4659 1.5554 1.5695 -1.12 0.61 1.27
H -1.0228 -0.4103 -1.7960 0.77 -0.56 1.29
H -0.0277 -1.4392 -0.7202 0.76 -1.15 0.41
H 1.4005 0.9737 -1.5136 -2.69 -0.50 1.64
H 2.7032 -1.6099 1.8766 -0.35 0.03 -1.20
H -2.1448 -0.5854 0.5144 -1.20 -0.97 0.35
H 0.5236 2.4938 0.4015 -1.38 -2.22 -0.34
```
Positions in Å, forces in eV/Å.



Formula: C6H6
Source: the OMol25 dataset
Level of theory: the ωB97M-V functional and the def2-TZVPD basis

* gap between HOMO and LUMO (alpha / beta): 0.3052 / 0.3045 Eh
* multiplicity: 1
* energy relative to the best compared isomer or geometry (same formula, charge and spin): 156.1 kcal per mole
* E: -231.97762 Ha

The geometry in XYZ format:
```
12
Properties=species:S:1:pos:R:3:forces:R:3
C -0.2260 -1.2247 -1.3202 -0.04 0.18 0.16
C 0.5435 -0.4897 -0.1989 0.01 -0.05 -0.02
C 0.6333 1.0265 -0.3712 1.13 -2.00 -2.16
C 0.1817 1.7770 0.5401 -2.13 -0.33 4.06
C -0.1545 -0.4780 1.1633 0.74 -2.60 -1.48
C -0.4227 0.6339 1.7042 0.46 4.45 -0.82
H -1.2250 -0.7917 -1.4198 0.09 -0.07 -0.02
H 0.2843 -1.1309 -2.2876 -0.03 0.06 0.32
H -0.3375 -2.2936 -1.0982 0.09 0.29 0.06
H 1.5541 -0.9364 -0.1179 -0.43 0.32 0.09
H 0.0250 2.7923 0.8462 0.30 0.37 -0.56
H -0.8561 1.1154 2.5600 -0.19 -0.61 0.36
```
Positions in Å, forces in eV/Å.



Formula: C2H8S4
Source: the OMol25 dataset
Level of theory: the ωB97M-V functional and the def2-TZVPD basis

* gap between HOMO and LUMO (alpha / beta): 0.0989 / 0.1963 Eh
* total charge: -1
* multiplicity: 2
* energy relative to the best compared isomer or geometry (same formula, charge and spin): 14.9 kcal per mole
* E: -1673.71659 Ha

The geometry in XYZ format:
```
14
Properties=species:S:1:pos:R:3:forces:R:3
C -1.4547 -2.8651 -0.7602 -0.13 0.97 -0.21
S -2.8343 -1.8350 -0.1346 0.01 0.41 -0.60
S -2.8408 -0.1217 -1.3448 -0.17 -0.84 0.29
H -0.8037 -3.0389 0.0888 -0.06 -0.65 0.03
H -0.8426 -2.3330 -1.4873 -0.21 0.27 0.02
H -1.9076 -3.7040 -1.2746 0.29 -0.45 0.36
H -2.3451 0.6817 -0.4121 0.31 0.31 0.14
C 1.6318 2.3455 -0.1762 -0.22 0.11 -0.05
S 2.1731 2.6139 1.5009 0.09 3.03 0.08
S 2.3956 0.4712 2.1316 0.27 -2.96 0.22
H 2.4512 2.1070 -0.8555 -0.04 -0.33 0.00
H 1.2187 3.2937 -0.5082 -0.17 0.02 -0.16
H 0.8388 1.5909 -0.1846 0.13 -0.14 -0.25
H 2.3195 0.7939 3.4169 -0.10 0.25 0.13
```
Positions in Å, forces in eV/Å.



Formula: C3H5N3O
Source: the OMol25 dataset
Level of theory: the ωB97M-V functional and the def2-TZVPD basis

* gap between HOMO and LUMO: 0.3304 Eh
* structure (SMILES): [H]/N=c1/[nH]occ1N
* multiplicity: 1
* energy relative to the best compared isomer or geometry (same formula, charge and spin): 86.3 kcal per mole
* E: -356.71977 Ha

The geometry in XYZ format:
```
12
Properties=species:S:1:pos:R:3:forces:R:3
H 1.0512 -2.1057 1.2282 0.17 -0.21 -0.77
N 0.2586 -1.5179 1.4058 0.66 0.02 -0.19
C 0.1142 -0.4004 0.7780 -0.02 -0.34 0.20
N -0.6119 0.4768 1.5434 0.41 -0.38 0.20
O -1.2583 1.4266 0.7432 -0.21 -0.22 0.06
C -0.6226 1.3004 -0.4635 0.10 -0.21 0.00
C 0.2375 0.2587 -0.5301 -0.12 0.04 0.17
N 1.0271 -0.1959 -1.5937 -0.11 -0.06 -0.01
H -1.0678 -0.2032 2.1804 -1.09 1.49 -0.01
H -0.9099 2.0527 -1.1915 0.10 -0.23 0.13
H 1.0890 -1.2075 -1.6018 0.05 0.08 0.06
H 0.6928 0.1152 -2.4983 0.07 0.02 0.15
```
Positions in Å, forces in eV/Å.